Density functional theory data (ωB97M-V with the def2-TZVPD basis set) for 7 unconnected molecules or ions with the total composition C24H48NO14S4 in a non-equilibrium geometry.

Geometry as ORCA input:
```
! wB97M-V def2-TZVPD RIJCOSX def2/J DEFGRID3
* xyz 1 1
N -24.353 -5.290 9.279
H -24.348 -5.740 10.011
H -24.246 -4.468 9.429
H -25.206 -5.489 8.744
H -23.664 -5.497 8.694
C -27.993 -9.739 5.932
C -28.096 -8.938 7.170
C -28.473 -9.680 8.376
O -27.281 -9.508 9.112
C -26.532 -8.566 8.696
O -25.526 -8.241 9.243
O -26.911 -8.202 7.531
H -27.277 -10.484 5.903
H -27.810 -9.150 5.141
H -28.955 -10.237 5.706
H -28.858 -8.159 7.243
H -28.539 -10.685 8.087
H -29.375 -9.127 8.849
C -21.878 -3.795 3.925
C -21.298 -5.182 4.181
C -19.989 -5.287 5.059
O -20.351 -6.252 6.052
C -21.698 -6.437 5.999
O -22.350 -7.173 6.708
O -22.252 -5.828 5.048
H -21.147 -3.162 3.390
H -22.204 -3.359 4.853
H -22.588 -3.740 3.372
H -21.428 -5.808 3.303
H -19.777 -4.358 5.508
H -19.018 -5.432 4.474
C -27.302 -8.544 13.933
C -28.155 -8.921 12.739
C -28.479 -7.576 12.146
S -27.202 -6.437 12.431
O -27.710 -5.342 13.247
O -26.667 -6.120 11.191
C -26.177 -7.585 13.352
H -26.827 -9.361 14.584
H -28.093 -8.254 14.640
H -29.040 -9.436 13.183
H -27.521 -9.476 12.007
H -29.349 -7.288 12.630
H -28.669 -7.719 11.143
H -25.620 -6.892 14.001
H -25.493 -8.030 12.639
C -19.910 -3.543 8.594
C -19.955 -2.093 8.163
C -20.912 -1.328 9.183
S -21.238 -2.439 10.494
O -22.484 -2.994 10.284
O -20.896 -1.849 11.752
C -20.027 -3.544 10.182
H -19.178 -3.984 7.964
H -20.792 -4.085 8.276
H -20.447 -1.763 7.246
H -18.823 -1.624 8.169
H -21.817 -1.246 8.842
H -20.391 -0.379 9.342
H -20.116 -4.614 10.568
H -19.131 -3.111 10.674
C -20.988 -9.721 8.380
C -22.553 -9.934 8.566
C -22.907 -9.911 9.985
S -21.922 -8.508 10.492
O -21.623 -8.684 11.916
O -22.545 -7.268 10.065
C -20.489 -8.972 9.602
H -20.830 -9.159 7.494
H -20.426 -10.568 8.467
H -22.856 -10.943 8.120
H -23.218 -9.305 7.909
H -22.582 -10.516 10.591
H -24.000 -9.653 10.299
H -19.720 -9.716 10.074
H -19.811 -7.965 9.356
C -30.998 -3.699 8.131
C -30.570 -3.804 9.672
C -29.121 -3.746 9.588
S -28.515 -4.916 8.461
O -28.547 -6.222 8.998
O -27.291 -4.456 7.555
C -30.022 -4.671 7.435
H -30.633 -2.771 7.936
H -31.958 -3.852 7.863
H -30.887 -4.758 10.116
H -30.786 -2.891 10.162
H -28.597 -3.869 10.465
H -28.806 -2.775 9.260
H -30.415 -5.613 7.216
H -29.856 -4.387 6.305
*
```

## Properties
- Energy relative to the best compared isomer or geometry (same formula, charge and spin): 0.082 eV
- HOMO level: -11.9 eV
- LUMO energy: -1.75 eV